Entry P
Formula: C4H16N8O4
Source: the OMol25 dataset
Level of theory: the ωB97M-V functional and the def2-TZVPD basis

Geometry as XYZ:
```
32
Properties=species:S:1:pos:R:3
N 1.4910 -3.4834 -3.2094
C 2.4472 -4.1932 -3.7980
N 2.8023 -3.6774 -4.8624
O 3.0240 -5.0690 -3.2317
H 0.9952 -2.8450 -3.8150
H 1.2578 -3.5789 -2.2313
H 2.3054 -2.8210 -5.0617
H 3.6980 -4.0226 -5.1767
N -2.8935 3.5284 -0.3091
C -2.0147 4.2408 -1.0177
N -0.7677 3.9689 -0.6937
O -2.4116 4.8190 -2.0519
H -2.6597 3.0521 0.5503
H -3.8032 3.7678 -0.6768
H -0.6128 3.6842 0.2629
H 0.0024 3.9672 -1.3472
N -0.4460 -0.5433 0.3995
C 0.1201 -0.2012 -0.7527
N -0.5494 0.6785 -1.3609
O 1.0815 -0.7873 -1.2203
H -1.4405 -0.4336 0.5381
H -0.0021 -1.1934 1.0323
H -1.2740 1.1606 -0.8486
H -0.2332 0.9189 -2.2895
N -0.6235 -0.6585 5.9223
C 0.0169 0.2780 5.3807
N 0.6930 0.0575 4.2686
O -0.1303 1.4513 5.7836
H -0.5682 -1.5645 5.4793
H -1.1093 -0.5019 6.7938
H 0.7194 -0.8622 3.8522
H 0.8855 0.8633 3.6909
```

Results
* SMILES: NC(N)=O.NC(N)=O.NC(N)=O.NC(N)=O
* gap between HOMO and LUMO: 9.15 eV
* charge: 0
* HOMO energy: -9.44 eV
* LUMO level: -0.28 eV

Here are the Mulliken charges for atoms 1 to 2, given in e: N -0.343; C 0.659

Entry Q
Formula: C4H16N8O4
Source: the OMol25 dataset
Level of theory: the ωB97M-V functional and the def2-TZVPD basis

Geometry as XYZ:
```
32
Properties=species:S:1:pos:R:3
N 2.4186 -1.0422 2.2451
C 3.1082 -0.9444 3.3653
N 2.4352 -0.0881 4.1230
O 4.1880 -1.5300 3.6790
H 1.5293 -0.5816 2.1139
H 2.8394 -1.5309 1.4678
H 2.6469 0.1624 5.0782
H 1.7295 0.5051 3.7103
N 1.5475 4.1328 -2.2319
C 0.4696 3.6609 -2.7977
N 0.3851 2.3465 -2.9598
O -0.2967 4.3747 -3.4006
H 1.7180 5.1282 -2.2384
H 1.9815 3.6162 -1.4804
H 0.9171 1.7251 -2.3674
H -0.3339 1.9918 -3.5741
N -3.1730 -2.8909 -1.0605
C -2.4444 -2.2049 -1.8311
N -1.2488 -2.5427 -1.7761
O -2.8425 -1.2597 -2.5556
H -3.1270 -3.7132 -0.4760
H -4.1485 -2.6685 -1.1986
H -0.8414 -3.3051 -1.2538
H -0.7260 -1.9594 -2.4137
N -0.4134 0.0422 0.1443
C -0.7410 -0.0708 1.3999
N -2.0306 -0.4139 1.4823
O 0.0687 0.1012 2.2755
H 0.4628 0.4635 -0.1294
H -1.1565 -0.4042 -0.3740
H -2.4280 -0.4247 2.4108
H -2.4937 -0.6755 0.6237
```

Results
* SMILES: NC(N)=O.NC(N)=O.NC(N)=O.NC(N)=O
* gap between HOMO and LUMO: 8.95 eV
* charge: 0
* HOMO energy: -9.09 eV
* LUMO level: -0.14 eV

Here are the Mulliken charges for atoms 1 to 2, given in e: N -0.306; C 0.483

Stability check: which of them is most stable? entry Q.

Entry P
Formula: C36H46B2BaF4N9O8
Source: the OMol25 dataset
Level of theory: the ωB97M-V functional and the def2-TZVPD basis

Geometry as XYZ:
```
106
Properties=species:S:1:pos:R:3
Ba -2.1063 1.0349 -0.0974
C 1.6706 1.2832 3.0485
C 1.0323 1.2933 1.7058
N -0.0938 0.8384 1.3949
O -1.0036 0.3204 2.2654
B -1.8551 1.0260 3.3233
F -3.0577 0.3132 3.1784
F -1.2875 0.8845 4.5648
O -2.1100 2.4786 3.1160
N -2.4390 2.7808 1.8306
C -2.7790 3.9858 1.5769
C -2.9569 5.0391 2.6198
C -2.7611 4.3186 0.0985
N -1.8499 3.6642 -0.5115
O -1.6617 3.8312 -1.8553
B -0.5093 2.9770 -2.2798
F -0.9304 1.5864 -2.3889
F -0.0795 3.3830 -3.5196
O 0.5493 3.0119 -1.2707
N 0.8766 1.7278 -0.8178
C 1.7173 1.6763 0.3949
C 2.5660 2.9203 0.6038
C -3.6755 5.3273 -0.5115
H 1.1142 0.6153 3.7039
H 1.6506 2.2801 3.4934
H 2.7097 0.9673 2.9665
H -3.9309 4.9417 3.1038
H -2.8748 6.0387 2.1994
H -2.2017 4.9043 3.3932
H 3.0589 3.2422 -0.3086
H 3.3059 2.7676 1.3900
H 1.8890 3.7177 0.9111
H -4.6154 4.8476 -0.7963
H -3.2258 5.7460 -1.4093
H -3.9114 6.1255 0.1898
C 7.8660 -2.1111 1.2067
O 6.5676 -2.1246 0.6201
C 6.1466 -3.2862 0.0637
C 6.8959 -4.4577 0.0162
C 6.3741 -5.5931 -0.5848
C 5.1150 -5.5759 -1.1620
C 4.3733 -4.4068 -1.1319
C 4.8697 -3.2725 -0.5039
N 4.1067 -2.0613 -0.4946
C 2.8587 -2.0137 -0.0197
N 2.3573 -3.1018 0.5639
C 0.9892 -2.9714 0.5882
C 0.6187 -1.8040 -0.0569
C -0.8565 -1.7634 -0.3117
C -1.6139 -2.6658 0.3841
C -1.1656 -3.6901 1.2214
C 0.1785 -3.9097 1.2389
O 0.8558 -4.8935 1.8702
C 0.1028 -5.7164 2.7619
N 1.8988 -1.0293 -0.0703
C 2.4148 0.4154 -0.3641
C 1.8414 0.9772 -1.6452
C 2.7878 1.7511 -2.5116
C 4.0922 1.7814 -2.2557
C 4.6524 1.2316 -1.0157
C 3.8804 0.6008 -0.1233
O 4.2285 0.2284 1.1348
C 5.4974 0.6751 1.6041
H 8.0086 -1.1098 1.6025
H 8.6343 -2.3192 0.4606
H 7.9324 -2.8332 2.0218
H 7.8847 -4.4919 0.4471
H 6.9692 -6.4960 -0.6099
H 4.7201 -6.4552 -1.6505
H 3.4035 -4.3618 -1.6117
H 4.5893 -1.2068 -0.7364
H 2.8813 -3.9007 0.8811
H -1.4046 -1.2357 -1.0726
H -2.6699 -2.6812 0.1349
H -1.8686 -4.3397 1.7193
H -0.6177 -6.3229 2.2112
H -0.4104 -5.1021 3.5029
H 0.8235 -6.3624 3.2523
H 1.3475 0.2263 -2.2718
H 2.3639 2.2244 -3.3877
H 4.7718 2.2948 -2.9228
H 5.6844 1.4538 -0.7833
H 5.5891 0.3072 2.6220
H 5.5396 1.7666 1.5928
H 6.3027 0.2700 0.9930
C -4.7302 0.5411 -3.9157
N -5.8304 0.3708 -2.9823
C -7.1464 0.1922 -3.5807
C -8.1076 -0.4175 -2.5841
C -8.0608 0.3887 -1.3041
N -6.6920 0.4630 -0.8151
C -6.5279 0.6976 0.6087
C -5.6229 0.4997 -1.6493
O -4.4661 0.6514 -1.2002
H -4.4823 -0.4065 -4.3995
H -3.8553 0.9214 -3.4003
H -5.0188 1.2571 -4.6871
H -7.0318 -0.4547 -4.4521
H -7.5232 1.1568 -3.9398
H -7.8207 -1.4500 -2.3742
H -9.1172 -0.4245 -2.9930
H -8.6647 -0.0815 -0.5275
H -8.4635 1.3956 -1.4653
H -7.0515 -0.0766 1.1708
H -6.9409 1.6695 0.8915
H -5.4780 0.6732 0.8761
```

Results
* gap between HOMO and LUMO: 8.51 eV
* charge: +1
* HOMO energy: -10.43 eV
* LUMO level: -1.92 eV

Here are the Mulliken charges for atoms 1 to 2, given in e: Ba 2.478; C -1.808

Entry Q
Formula: C36H46B2BaF4N9O8
Source: the OMol25 dataset
Level of theory: the ωB97M-V functional and the def2-TZVPD basis

Geometry as XYZ:
```
106
Properties=species:S:1:pos:R:3
Ba 0.2555 -0.0429 1.1802
C 1.4400 4.1496 4.7972
C 1.2269 2.7973 4.1795
N 0.1262 2.6617 3.5789
O -0.2835 1.6249 2.8325
B -1.7688 1.3356 2.9428
F -2.4968 2.4925 2.7659
F -2.0549 0.7759 4.1661
O -1.9674 0.3875 1.8287
N -3.1302 -0.3473 1.8535
C -3.2022 -1.4150 2.5360
C -4.4950 -2.1661 2.4772
C -2.1244 -1.9396 3.3961
N -0.9193 -1.7122 3.0419
O 0.0544 -2.2200 3.8572
B 1.2862 -1.4986 3.7947
F 2.3226 -2.2194 4.2768
F 1.5926 -1.2421 2.3418
O 1.1358 -0.1553 4.3666
N 2.2705 0.5554 4.4162
C 2.3467 1.8151 4.3583
C 3.7190 2.3757 4.6065
C -2.4285 -2.6712 4.6608
H 0.5379 4.7417 4.6738
H 2.2697 4.6613 4.3148
H 1.6644 4.0577 5.8568
H -5.0985 -1.7859 1.6591
H -5.0504 -2.0322 3.4044
H -4.3089 -3.2277 2.3339
H 4.4135 1.5481 4.7035
H 3.7351 2.9403 5.5368
H 4.0359 3.0278 3.7951
H -3.4804 -2.6723 4.9103
H -1.8621 -2.1805 5.4522
H -2.0520 -3.6929 4.5954
C -0.5814 0.7522 -5.2117
O -0.9912 -0.4201 -5.8800
C -2.0618 -1.1309 -5.4478
C -2.5336 -2.0873 -6.3560
C -3.6068 -2.8962 -6.0548
C -4.2400 -2.7854 -4.8241
C -3.7883 -1.8512 -3.9174
C -2.7065 -1.0187 -4.2086
N -2.2764 -0.1103 -3.1922
C -1.5410 -0.5186 -2.1112
N -0.8593 -1.6609 -2.3614
C -0.1487 -2.5715 -1.5962
C 0.2969 -2.4565 -0.3076
C 1.0076 -3.4324 0.3391
C 1.2834 -4.6094 -0.3442
C 0.8475 -4.7876 -1.6457
C 0.1329 -3.7938 -2.2829
O -0.3350 -3.8578 -3.5643
C -0.0458 -5.0057 -4.3369
N -1.4137 0.2035 -1.0443
C -2.3394 1.2118 -0.7913
C -3.7129 0.9612 -0.8988
C -4.6466 1.9445 -0.6551
C -4.2227 3.2139 -0.2824
C -2.8780 3.4697 -0.0971
C -1.9246 2.4793 -0.3202
O -0.5990 2.6405 -0.0787
C -0.1959 3.8259 0.5784
H 0.1362 1.2235 -5.8815
H -0.0921 0.5294 -4.2593
H -1.4185 1.4341 -5.0446
H -2.0324 -2.1569 -7.3098
H -3.9540 -3.6159 -6.7808
H -5.0806 -3.4158 -4.5823
H -4.2683 -1.7520 -2.9544
H -2.8439 0.7103 -3.0284
H -1.0252 -2.0314 -3.2946
H 1.3290 -3.3288 1.3627
H 1.8232 -5.3953 0.1580
H 1.0578 -5.7182 -2.1468
H -0.5099 -4.8271 -5.3045
H -0.4805 -5.9026 -3.8898
H 1.0307 -5.1367 -4.4686
H -4.0324 -0.0454 -1.1302
H -5.6995 1.7192 -0.7294
H -4.9404 3.9991 -0.0993
H -2.5767 4.4420 0.2569
H 0.8610 3.6950 0.7997
H -0.7446 3.9654 1.5130
H -0.3314 4.6973 -0.0675
C 2.3348 2.6296 -1.6883
N 3.4743 2.1365 -0.9516
C 4.7274 2.8136 -1.2107
C 5.8892 1.8647 -0.9613
C 5.7529 1.3338 0.4563
N 4.4496 0.7272 0.6174
C 4.3307 -0.3326 1.5943
C 3.3373 1.1815 0.0007
O 2.2127 0.7151 0.2780
H 2.5005 2.4728 -2.7564
H 2.2070 3.6992 -1.5045
H 1.4451 2.0893 -1.3783
H 4.8123 3.6988 -0.5642
H 4.7199 3.1545 -2.2485
H 6.8413 2.3745 -1.0926
H 5.8409 1.0334 -1.6658
H 5.8879 2.1473 1.1810
H 6.5106 0.5755 0.6665
H 5.2316 -0.9417 1.5893
H 3.4874 -0.9559 1.3213
H 4.1694 0.0590 2.6013
```

Results
* gap between HOMO and LUMO (spin up / spin down): 6.48 / 4.12 eV
* charge: +1
* HOMO energy (spin up / spin down): -10.23 / -10.23 eV
* LUMO level (spin up / spin down): -3.75 / -6.10 eV

Here are the Mulliken charges for atoms 1 to 2, given in e: Ba 0.893; C -1.595

Stability check: which of them is most stable? entry P.